No. 1
{
  "formula": "C39H58N3O3STi",
  "method": "the ωB97M-V functional and the def2-TZVPD basis",
  "e_tot_ha": -3158.354685,
  "lumo_ev": -3.3957,
  "gap_ev": 7.199,
  "total_charge": 1,
  "homo_ha": -0.389,
  "elements": ["Ti", "C", "N", "C", "C", "C", "N", "C", "C", "C", "C", "C", "C", "C", "O", "C", "C", "C", "C", "C", "C", "C", "C", "C", "C", "C", "C", "C", "C", "C", "O", "C", "C", "C", "C", "C", "C", "C", "C", "H", "H", "H", "H", "H", "H", "H", "H", "H", "H", "H", "H", "H", "H", "H", "H", "H", "H", "H", "H", "H", "H", "H", "H", "H", "H", "H", "H", "H", "H", "H", "H", "H", "H", "H", "H", "H", "H", "H", "H", "H", "H", "H", "H", "H", "H", "H", "H", "H", "H", "H", "H", "H", "H", "O", "N", "C", "C", "C", "C", "C", "S", "H", "H", "H", "H"],
  "xyz": [[12.28, 10.59, 12.72], [10.37, 8.38, 13.78], [10.61, 9.79, 14.11], [10.80, 10.06, 15.50], [9.44, 10.55, 13.62], [9.33, 10.58, 12.14], [10.54, 11.22, 11.44], [10.73, 10.78, 10.05], [12.17, 10.50, 9.71], [12.92, 11.35, 8.82], [14.19, 10.99, 8.49], [14.66, 9.75, 8.96], [14.07, 9.01, 9.96], [12.83, 9.47, 10.41], [12.30, 9.05, 11.59], [14.75, 7.62, 10.45], [16.03, 7.36, 9.77], [13.74, 6.47, 10.22], [15.07, 7.58, 11.91], [15.13, 11.85, 7.65], [16.34, 12.07, 8.51], [14.44, 13.10, 7.14], [15.71, 11.09, 6.42], [10.40, 12.67, 11.37], [10.38, 13.51, 12.66], [9.48, 14.57, 12.76], [9.65, 15.50, 13.79], [10.68, 15.31, 14.67], [11.65, 14.28, 14.58], [11.43, 13.38, 13.59], [12.16, 12.27, 13.44], [12.91, 14.35, 15.43], [13.11, 15.73, 16.01], [12.71, 13.44, 16.55], [14.24, 13.91, 14.63], [8.58, 16.53, 14.13], [9.00, 17.53, 15.21], [7.41, 15.76, 14.66], [8.25, 17.37, 12.90], [9.47, 8.10, 14.28], [11.22, 7.76, 14.03], [10.27, 8.33, 12.69], [9.84, 9.93, 16.02], [11.18, 11.05, 15.60], [11.49, 9.31, 15.90], [9.49, 11.62, 13.98], [8.44, 10.17, 14.00], [8.41, 11.10, 11.82], [9.11, 9.62, 11.71], [10.19, 11.36, 9.32], [10.25, 9.72, 10.01], [12.44, 12.18, 8.32], [15.59, 9.35, 8.53], [15.95, 7.54, 8.69], [16.31, 6.32, 9.85], [16.90, 7.92, 10.12], [13.19, 6.55, 9.32], [13.01, 6.62, 10.98], [14.20, 5.52, 10.39], [15.96, 8.15, 12.03], [15.28, 6.55, 12.21], [14.22, 7.98, 12.46], [15.98, 12.61, 9.46], [16.99, 12.71, 7.95], [16.73, 11.10, 8.78], [14.24, 13.88, 7.91], [13.44, 12.78, 6.75], [14.96, 13.56, 6.30], [16.20, 10.12, 6.66], [16.57, 11.73, 6.08], [14.89, 10.94, 5.65], [9.47, 12.79, 10.89], [11.15, 13.03, 10.66], [8.70, 14.61, 11.98], [10.77, 16.13, 15.34], [12.35, 16.05, 16.73], [13.21, 16.56, 15.28], [14.08, 15.70, 16.54], [11.86, 13.73, 17.22], [13.58, 13.44, 17.30], [12.67, 12.38, 16.35], [14.12, 14.28, 13.57], [14.37, 12.82, 14.66], [15.01, 14.43, 15.13], [8.99, 17.04, 16.19], [8.31, 18.42, 15.24], [9.91, 17.96, 14.95], [7.76, 15.21, 15.54], [6.96, 15.13, 13.92], [6.58, 16.41, 14.94], [9.05, 18.08, 12.72], [7.37, 18.03, 13.01], [8.19, 16.70, 12.05], [13.17, 9.69, 14.20], [14.42, 9.80, 14.70], [14.70, 9.32, 15.87], [15.95, 9.42, 16.42], [16.96, 10.07, 15.61], [16.65, 10.55, 14.41], [15.27, 10.47, 13.94], [14.73, 11.12, 12.48], [13.87, 8.82, 16.37], [16.15, 9.04, 17.39], [18.03, 10.09, 16.03], [17.32, 11.05, 13.81]],
  "lowdin_charge": [1.05, -0.03, -0.32, -0.06, -0.17, -0.13, -0.20, -0.12, -0.12, 0.03, -0.17, 0.01, -0.07, -0.33, -0.22, -0.51, -0.08, -0.02, -0.05, -0.58, -0.05, -0.06, -0.04, -0.10, -0.11, 0.03, -0.16, 0.05, -0.07, -0.27, -0.22, -0.54, -0.07, -0.08, 0.00, -0.57, -0.06, -0.05, -0.04, 0.10, 0.10, 0.08, 0.12, 0.07, 0.09, 0.14, 0.16, 0.15, 0.11, 0.13, 0.16, 0.11, 0.10, 0.09, 0.10, 0.10, 0.08, 0.07, 0.09, 0.07, 0.10, 0.07, 0.12, 0.08, 0.08, 0.10, 0.09, 0.09, 0.08, 0.09, 0.11, 0.10, 0.15, 0.13, 0.08, 0.09, 0.11, 0.10, 0.11, 0.12, 0.06, 0.11, 0.04, 0.06, 0.10, 0.11, 0.06, 0.10, 0.07, 0.10, 0.08, 0.10, 0.07, -0.26, -0.15, -0.04, -0.01, -0.04, -0.05, -0.60, 0.88, 0.15, 0.10, 0.15, 0.09]
}

***

No. 2
{
  "formula": "C22H21NO4S",
  "method": "the ωB97M-V functional and the def2-TZVPD basis",
  "e_tot_ha": -1604.874000,
  "smiles": "O=C(O)c1cccc(S(=O)(=O)NCCC(c2ccccc2)c2ccccc2)c1",
  "lumo_ev": 0.0810,
  "gap_ev": 9.054,
  "total_charge": 0,
  "homo_ha": -0.330,
  "de_lowest_ev": 0.000,
  "elements": ["O", "C", "O", "C", "C", "C", "C", "C", "S", "O", "O", "N", "C", "C", "C", "C", "C", "C", "C", "C", "C", "C", "C", "C", "C", "C", "C", "C", "H", "H", "H", "H", "H", "H", "H", "H", "H", "H", "H", "H", "H", "H", "H", "H", "H", "H", "H", "H", "H"],
  "xyz": [[6.90, 0.73, -0.87], [6.09, -0.14, -0.65], [6.31, -1.42, -0.95], [4.76, 0.10, -0.04], [4.41, 1.41, 0.30], [3.19, 1.68, 0.89], [2.30, 0.64, 1.13], [2.65, -0.65, 0.78], [1.49, -1.99, 1.04], [0.42, -1.52, 1.88], [2.18, -3.18, 1.45], [1.03, -2.28, -0.53], [0.42, -1.26, -1.36], [-1.11, -1.22, -1.35], [-1.71, -0.60, -0.08], [-1.25, 0.81, 0.20], [-1.24, 1.25, 1.52], [-0.84, 2.53, 1.84], [-0.44, 3.41, 0.85], [-0.46, 2.99, -0.47], [-0.86, 1.71, -0.79], [-3.22, -0.65, -0.15], [-3.93, 0.25, -0.93], [-5.31, 0.18, -1.01], [-6.00, -0.80, -0.31], [-5.30, -1.70, 0.47], [-3.92, -1.63, 0.55], [3.87, -0.94, 0.20], [7.19, -1.53, -1.34], [5.12, 2.20, 0.10], [2.92, 2.69, 1.15], [1.34, 0.81, 1.59], [0.66, -3.21, -0.65], [0.82, -0.31, -1.01], [0.77, -1.43, -2.38], [-1.46, -0.67, -2.23], [-1.50, -2.24, -1.44], [-1.39, -1.21, 0.77], [-1.53, 0.56, 2.30], [-0.83, 2.85, 2.88], [-0.13, 4.41, 1.09], [-0.16, 3.67, -1.26], [-0.87, 1.41, -1.83], [-3.40, 1.02, -1.48], [-5.85, 0.88, -1.62], [-7.07, -0.86, -0.37], [-5.83, -2.46, 1.03], [-3.37, -2.33, 1.17], [4.11, -1.96, -0.05]],
  "lowdin_charge": [0.11, -0.49, 0.12, -0.11, 0.01, -0.03, -0.04, -0.26, 0.67, -0.29, -0.29, -0.13, -0.22, -0.12, -0.25, -0.21, -0.04, -0.08, -0.10, -0.08, -0.05, -0.19, -0.03, -0.08, -0.10, -0.08, -0.03, 0.02, 0.14, 0.12, 0.11, 0.10, 0.12, 0.10, 0.12, 0.11, 0.13, 0.11, 0.12, 0.11, 0.10, 0.10, 0.11, 0.11, 0.10, 0.10, 0.10, 0.12, 0.13]
}

***

No. 3
{
  "formula": "Cl2FPS",
  "method": "the ωB97M-V functional and the def2-TZVPD basis",
  "e_tot_ha": -1759.757619,
  "lumo_ev": [-1.0861, -2.6170],
  "gap_ev": [8.634, 5.803],
  "total_charge": 0,
  "homo_ha": [-0.357, -0.309],
  "de_lowest_ev": 3.322,
  "elements": ["F", "P", "S", "Cl", "Cl"],
  "xyz": [[2.81, 0.93, -0.37], [1.67, 0.30, 0.63], [-3.61, 0.38, -0.48], [-2.12, -0.30, 0.65], [1.25, -1.32, -0.43]],
  "lowdin_charge": [-0.49, 0.39, 0.06, -0.07, 0.11]
}

***

No. 4
{
  "formula": "H30O23S2Zn",
  "method": "the ωB97M-V functional and the def2-TZVPD basis",
  "e_tot_ha": -4324.053350,
  "lumo_ev": -0.2758,
  "gap_ev": 2.273,
  "total_charge": -2,
  "homo_ha": -0.094,
  "de_lowest_ev": 11.251,
  "elements": ["Zn", "S", "O", "O", "O", "O", "S", "O", "O", "O", "O", "O", "H", "H", "O", "H", "H", "O", "H", "H", "O", "H", "H", "O", "H", "H", "O", "H", "H", "O", "H", "H", "O", "H", "H", "O", "H", "H", "O", "H", "H", "O", "H", "H", "O", "H", "H", "O", "H", "H", "O", "H", "H", "O", "H", "H"],
  "xyz": [[-0.35, -3.41, -2.78], [0.41, 0.63, 0.15], [-0.86, 0.75, 0.83], [0.30, -0.47, -0.79], [0.71, 1.85, -0.53], [1.41, 0.38, 1.19], [-5.10, -3.54, -3.19], [-6.20, -2.63, -2.97], [-5.33, -4.84, -2.53], [-5.09, -3.74, -4.60], [-3.81, -2.98, -2.71], [-5.17, 2.24, 3.46], [-6.11, 2.39, 3.36], [-4.98, 1.50, 2.88], [5.28, 1.89, 2.15], [4.42, 1.50, 2.00], [5.53, 2.24, 1.29], [1.51, -1.57, 5.22], [0.84, -2.24, 5.36], [1.53, -1.45, 4.27], [0.86, 6.11, 0.51], [0.86, 6.06, 1.46], [1.04, 5.21, 0.22], [4.82, 3.19, -2.23], [3.99, 2.96, -1.81], [4.83, 2.66, -3.03], [-1.30, 1.48, 4.82], [-1.33, 1.17, 3.91], [-0.46, 1.17, 5.15], [4.18, -2.42, 0.52], [3.89, -3.26, 0.88], [3.60, -1.77, 0.92], [0.01, -5.09, 0.06], [-0.45, -4.84, 0.86], [0.89, -5.34, 0.35], [-2.16, 4.46, -1.65], [-1.43, 3.84, -1.53], [-2.94, 3.95, -1.45], [3.02, 3.09, 5.36], [3.75, 2.89, 4.77], [2.85, 2.26, 5.81], [2.83, -3.94, -3.20], [3.51, -3.64, -2.59], [3.26, -4.64, -3.70], [-0.43, -2.00, -5.68], [-0.30, -1.08, -5.90], [-0.28, -2.46, -6.51], [-2.31, -2.56, 2.64], [-2.02, -1.73, 2.27], [-3.22, -2.40, 2.90], [-4.34, 1.10, -0.90], [-3.60, 0.86, -0.35], [-4.38, 0.40, -1.56], [1.06, 2.06, -4.76], [0.82, 2.08, -3.84], [1.93, 1.66, -4.77]],
  "lowdin_charge": [0.74, 0.06, -0.34, -0.37, -0.40, -0.41, 0.16, -0.26, -0.31, -0.27, -0.33, -0.05, 0.02, 0.03, -0.06, 0.03, 0.02, -0.06, 0.03, 0.03, -0.06, 0.03, 0.03, -0.06, 0.03, 0.02, -0.06, 0.02, 0.02, -0.06, 0.02, 0.03, -0.11, 0.03, 0.02, -0.06, 0.02, 0.02, -0.05, 0.02, 0.02, -0.12, 0.03, 0.02, -0.11, 0.03, 0.02, -0.06, 0.02, 0.02, -0.06, 0.02, 0.03, -0.06, 0.03, 0.02]
}

***

No. 5
{
  "formula": "C13H10F5InN2O3S4Te",
  "method": "the ωB97M-V functional and the def2-TZVPD basis",
  "e_tot_ha": -3386.977708,
  "lumo_ev": -2.1656,
  "gap_ev": 6.027,
  "total_charge": 0,
  "homo_ha": -0.301,
  "elements": ["In", "O", "C", "O", "C", "C", "C", "C", "C", "C", "N", "C", "C", "C", "C", "C", "C", "N", "H", "H", "H", "H", "H", "H", "H", "H", "H", "H", "S", "S", "S", "S", "F", "Te", "F", "F", "F", "F", "O"],
  "xyz": [[0.35, 0.01, 0.35], [1.41, 7.62, -1.09], [0.13, 7.22, -1.22], [-0.73, 8.03, -1.44], [-0.17, 5.76, -1.07], [-1.48, 5.35, -1.32], [-1.85, 4.03, -1.20], [-0.91, 3.07, -0.82], [0.39, 3.48, -0.57], [0.77, 4.80, -0.70], [-1.22, 1.70, -0.64], [-2.41, 1.26, -0.71], [-2.73, -0.14, -0.50], [-4.05, -0.57, -0.57], [-4.33, -1.90, -0.30], [-3.29, -2.76, 0.00], [-2.00, -2.26, 0.04], [-1.73, -0.98, -0.21], [2.01, 6.89, -0.92], [-2.20, 6.11, -1.60], [-2.88, 3.77, -1.42], [1.13, 2.74, -0.28], [1.80, 5.05, -0.48], [-3.26, 1.91, -0.90], [-4.83, 0.13, -0.80], [-5.35, -2.26, -0.33], [-3.46, -3.80, 0.22], [-1.15, -2.89, 0.27], [1.19, -2.39, 0.80], [3.09, -1.94, 1.32], [3.72, -0.80, -0.27], [2.73, 0.94, 0.03], [-0.29, 2.31, 4.33], [-1.45, 1.41, 3.18], [-1.44, 2.92, 2.03], [-2.91, 0.80, 2.12], [-1.89, 0.09, 4.43], [-2.79, 2.39, 4.06], [-0.18, 0.47, 2.38]],
  "lowdin_charge": [0.51, 0.13, -0.48, 0.13, -0.11, 0.01, 0.01, -0.25, -0.02, 0.01, 0.07, -0.06, -0.26, 0.01, -0.02, -0.01, -0.10, 0.04, 0.09, 0.13, 0.11, -0.01, 0.12, 0.14, 0.13, 0.12, 0.12, 0.04, 0.03, -0.06, -0.07, 0.04, -0.35, 1.81, -0.35, -0.36, -0.35, -0.36, -0.61]
}

***

No. 6
{
  "formula": "C5H10O",
  "method": "the ωB97M-V functional and the def2-TZVPD basis",
  "e_tot_ha": -271.671330,
  "smiles": "CC1(C)CCO1",
  "lumo_ev": 0.9902,
  "gap_ev": 10.441,
  "total_charge": 0,
  "homo_ha": -0.347,
  "de_lowest_ev": 2.212,
  "elements": ["C", "C", "C", "C", "C", "O", "H", "H", "H", "H", "H", "H", "H", "H", "H", "H"],
  "xyz": [[-1.19, -1.17, -0.21], [-0.27, 0.05, -0.10], [-1.11, 1.32, 0.09], [0.94, -0.14, 0.84], [1.85, -0.15, -0.36], [0.70, 0.31, -1.19], [-1.92, -1.09, -1.02], [-1.77, -1.26, 0.72], [-0.63, -2.10, -0.32], [-1.87, 1.41, -0.70], [-0.47, 2.20, 0.04], [-1.64, 1.32, 1.05], [1.14, -0.95, 1.53], [1.12, 0.83, 1.31], [2.28, -0.98, -0.92], [2.80, 0.31, 0.12]],
  "lowdin_charge": [-0.03, -0.53, -0.03, -0.13, -0.17, -0.09, 0.08, 0.09, 0.08, 0.09, 0.08, 0.09, 0.11, 0.11, 0.10, 0.13]
}